Here is a cluster of 3 separate species, C22H24ClF2NO3P in total at a distorted geometry from the OMol25 dataset. Energies are from ωB97M-V with the def2-TZVPD basis set.

```
! RIJCOSX wB97M-V def2-TZVPD def2/J DEFGRID3
* xyz 1 1
C -3.872 1.207 -3.073
C -3.135 1.920 -1.957
C -1.739 2.509 -2.352
Cl -1.016 1.782 -3.793
C -0.811 2.420 -1.158
C -0.567 3.618 -0.500
N 0.198 3.626 0.603
C 0.746 2.516 1.106
C 0.561 1.284 0.482
P 1.492 -0.154 1.200
C 1.383 0.243 2.977
O 0.488 -1.426 1.067
C -0.253 1.241 -0.665
C -0.508 -0.089 -1.303
O 0.188 -0.571 -2.130
O -1.623 -0.651 -0.843
H -4.005 1.817 -3.960
H -3.397 0.267 -3.323
H -4.869 0.957 -2.716
H -2.957 1.196 -1.167
H -3.706 2.743 -1.536
H -1.876 3.556 -2.588
H -0.969 4.557 -0.833
H 0.344 4.507 1.080
H 1.342 2.619 1.995
H 1.672 -0.662 3.503
H 2.088 1.032 3.218
H 0.374 0.519 3.273
H 0.910 -2.114 0.542
H -1.557 -1.603 -1.011
F 1.073 -2.905 -9.020
C 0.980 -2.356 -7.797
C 0.698 -1.009 -7.687
C 0.600 -0.455 -6.419
C 0.793 -1.235 -5.286
C 1.075 -2.587 -5.426
C 1.167 -3.157 -6.687
H 0.557 -0.413 -8.578
H 0.372 0.598 -6.312
H 0.700 -0.767 -4.317
H 1.229 -3.203 -4.549
H 1.382 -4.209 -6.816
F -0.366 -0.047 6.033
C 0.424 -0.743 6.887
C 1.400 -0.070 7.591
C 2.205 -0.787 8.465
C 2.027 -2.155 8.616
C 1.039 -2.810 7.893
C 0.224 -2.101 7.022
H 1.524 0.997 7.457
H 2.971 -0.274 9.031
H 2.657 -2.710 9.297
H 0.900 -3.876 8.008
H -0.558 -2.591 6.457
*
```

Output
**Electronic energy**: -2134.26617 Ha
**Frontier orbital gap**: 6.18 eV
**E_HOMO**: -10.774 eV
**LUMO level**: -4.59 eV